Density functional theory data (wB97M-V/def2-TZVPD) for the ion C3H8NO with charge +1 in a non-equilibrium geometry.

energy above the lowest of the compared OMol25 structures with the same formula, charge and spin = 43.8 kcal per mole
electronic energy = -248.76615 a.u.
E_HOMO = -15.70 eV
gap between HOMO and LUMO = 12.19 eV
total charge = +1
SMILES = C=C[NH2+]CO

```
13
Properties=species:S:1:pos:R:3:nbo_charge:R:1
C -2.314 0.307 -0.163 -0.325
C -1.159 -0.196 0.159 -0.113
N 0.168 0.279 -0.110 -0.552
C 1.358 -0.581 -0.047 0.060
O 2.475 0.306 -0.079 -0.716
H -3.420 0.000 0.091 0.291
H -2.263 1.312 -0.692 0.205
H -1.201 -1.226 0.604 0.235
H 0.104 0.851 -0.961 0.460
H 0.288 1.037 0.663 0.464
H 1.368 -1.351 0.801 0.232
H 1.591 -1.173 -0.999 0.243
H 3.004 0.436 0.736 0.514
```